# 1
DFT (ωB97M-V with the def2-TZVPD basis set) results for a cluster of 6 separate species, C33H75BBr2F4NO19P in total.

Values from the calculation:
net charge = -2
calculated total energy = -236745.11781 eV
HOMO-LUMO gap = 3.3 eV
ΔE to the lowest compared entry with this formula, charge and spin = 0.0 kcal per mole
multiplicity = 1

Cartesian coordinates (Å):
N 3.51546 6.83322 -0.90874
B 2.40243 5.89439 -1.13303
O 2.69079 4.72838 -1.92884
P 0.60425 6.13169 -0.41963
F 1.09169 5.78414 1.20504
Br 0.16255 3.83435 -0.82269
Br -0.00183 6.72384 -2.62319
C -1.23997 6.26101 0.16646
O -2.12586 5.81914 -0.90058
C -3.22996 6.56600 -1.01636
F -2.98500 7.86285 -1.26224
F -4.01454 6.39524 0.09305
F -3.89649 6.10076 -2.11853
C 0.85133 8.00672 -0.02115
O 1.62820 8.41222 0.86457
O 0.13952 8.85010 -0.67920
H 4.24843 6.52104 -1.55767
H 3.88937 6.60173 0.01830
H 2.60428 4.99373 -2.85832
H -1.46135 7.27854 0.54373
H -1.40973 5.55137 1.01090
C 2.27679 2.12069 2.87498
O 2.55785 3.10757 3.84505
C 1.66790 4.22516 3.74981
C 1.64245 4.98693 5.05791
O 0.81775 4.37604 6.06047
C 1.33324 3.20136 6.66617
C 2.46437 3.47291 7.64421
O 3.69019 3.66161 6.95302
C 4.62605 4.38574 7.71584
H 2.38936 2.52476 1.86447
H 2.98368 1.29934 3.01194
H 1.26099 1.72989 3.01227
H 0.65474 3.88518 3.50622
H 2.02658 4.88018 2.95264
H 1.18511 5.95933 4.86647
H 2.64753 5.17517 5.43874
H 1.61545 2.46052 5.91511
H 0.49676 2.78215 7.23433
H 2.58917 2.60614 8.30958
H 2.22205 4.35815 8.24385
H 4.24330 5.38774 7.94160
H 5.53496 4.49108 7.12402
H 4.86432 3.85555 8.64622
C -5.29693 -0.80684 1.26451
O -4.55309 -0.63912 0.08092
C -4.23342 0.72928 -0.16265
C -3.05362 0.84620 -1.10826
O -1.79880 0.64562 -0.47415
C -1.47016 -0.68536 -0.11703
C -1.09741 -1.55304 -1.30582
O -2.26610 -2.01648 -1.97527
C -2.00327 -2.37865 -3.31105
H -6.25129 -0.27077 1.20348
H -5.49553 -1.87165 1.39197
H -4.72424 -0.45614 2.13076
H -3.99317 1.23705 0.77893
H -5.11417 1.20376 -0.61478
H -3.02240 1.87463 -1.47680
H -3.16408 0.19712 -1.97952
H -2.25851 -1.13848 0.48891
H -0.58693 -0.59614 0.52203
H -0.54434 -2.43608 -0.95572
H -0.46584 -0.97761 -1.99086
H -1.64480 -1.51316 -3.87935
H -2.93676 -2.72078 -3.75869
H -1.26654 -3.18966 -3.35692
C 1.19890 -6.88025 3.99387
O 1.77487 -5.59930 4.10411
C 2.67056 -5.32144 3.03581
C 2.87484 -3.82561 2.88588
O 1.81360 -3.17780 2.19509
C 0.59543 -3.01438 2.91730
C 0.67510 -1.93580 3.98263
O 1.31447 -2.43346 5.15201
C 1.85306 -1.39375 5.94357
H 1.97097 -7.65788 4.02530
H 0.52015 -7.01970 4.83514
H 0.62044 -6.96226 3.06599
H 2.28053 -5.73050 2.09537
H 3.62882 -5.80374 3.26902
H 3.75794 -3.67170 2.26052
H 3.07376 -3.34366 3.84468
H 0.24581 -3.96569 3.32144
H -0.13826 -2.69341 2.17348
H -0.33946 -1.62649 4.26499
H 1.21994 -1.07191 3.58663
H 2.61628 -0.84185 5.38441
H 2.32511 -1.84407 6.81684
H 1.06486 -0.71017 6.27629
C -4.84645 4.41239 -9.89037
O -4.74884 3.76377 -8.64444
C -3.59105 2.94484 -8.55487
C -3.23489 2.67237 -7.10394
O -2.54786 3.74455 -6.47812
C -3.33092 4.89138 -6.14517
C -4.24402 4.66947 -4.95526
O -5.42173 3.96592 -5.35432
C -6.03609 3.30965 -4.26799
H -4.91991 3.68154 -10.70487
H -5.74688 5.02654 -9.88245
H -3.98285 5.06788 -10.05038
H -2.74154 3.43126 -9.05051
H -3.81188 1.99583 -9.06342
H -2.53107 1.83548 -7.08681
H -4.10746 2.36944 -6.52149
H -3.87842 5.26047 -7.01418
H -2.60758 5.66160 -5.86978
H -4.55759 5.63697 -4.54893
H -3.70673 4.11093 -4.18236
H -5.35858 2.56268 -3.83836
H -6.92293 2.79534 -4.64101
H -6.33689 4.02880 -3.49873
C 4.93897 -10.33271 -3.25012
O 4.03646 -10.08751 -2.19416
C 4.68017 -10.07990 -0.92869
C 3.83876 -9.34005 0.09485
O 3.95102 -7.92430 0.00469
C 3.28452 -7.31796 -1.10368
C 1.77314 -7.28842 -0.94845
O 1.21644 -8.55343 -1.28491
C -0.05445 -8.74629 -0.70209
H 5.41152 -11.31500 -3.13714
H 4.37915 -10.31372 -4.18458
H 5.70435 -9.54971 -3.29007
H 5.66396 -9.60004 -1.00434
H 4.81044 -11.12329 -0.61141
H 4.22267 -9.59294 1.08675
H 2.79415 -9.65484 0.06653
H 3.58682 -7.77732 -2.04535
H 3.63997 -6.28508 -1.12248
H 1.34748 -6.54510 -1.63389
H 1.51655 -7.01773 0.08197
H 0.01783 -8.72174 0.39148
H -0.41721 -9.72968 -1.00034
H -0.76094 -7.98491 -1.04866


# 2
DFT (ωB97M-V with the def2-TZVPD basis set) results for a cluster of 12 separate species, C33H75Br6N9O9 in total.

Values from the calculation:
structure (SMILES) = CN(C)C=O.CN(C)C=O.CN(C)C=O.CN(C)C=O.CN(C)C=O.CN(C)C=O.CN(C)C=O.CN(C)C=O.CN(C)C=O.BrCCBr.BrCCBr.BrCCBr
calculated total energy = -487526.34261 eV
HOMO-LUMO gap = 8.8 eV
ΔE to the lowest compared entry with this formula, charge and spin = 118.9 kcal per mole
multiplicity = 1

Cartesian coordinates (Å):
C 5.87822 0.23018 -4.09954
N 4.56645 0.01441 -4.53965
C 3.83389 -0.89526 -3.60791
C 4.18718 0.58142 -5.68522
O 3.10878 0.56760 -6.24712
H 6.36587 1.13533 -4.46149
H 6.53481 -0.60810 -4.33256
H 6.01613 0.61451 -3.08891
H 4.43520 -1.68995 -3.16633
H 3.58964 -0.20035 -2.80445
H 2.90623 -1.27073 -4.03984
H 4.99740 1.22305 -6.06475
C -1.82652 -1.26322 7.33922
N -1.34787 -2.02324 6.14101
C -1.62330 -3.46446 6.21173
C -0.78806 -1.36151 5.10170
O -0.30978 -2.00927 4.17077
H -1.47143 -1.65201 8.29361
H -2.90881 -1.17627 7.43500
H -1.55119 -0.20985 7.39133
H -2.69661 -3.63770 6.28977
H -1.19105 -3.85264 5.28947
H -1.18632 -4.01354 7.04579
H -0.84381 -0.28743 5.33716
C -2.37972 6.04395 -3.28679
N -2.21961 4.55684 -3.47177
C -2.05425 3.86797 -4.74564
C -2.20618 3.83960 -2.34546
O -1.75847 2.67849 -2.24096
H -3.01488 6.27924 -2.43279
H -3.05542 6.39015 -4.06888
H -1.60086 6.79380 -3.42540
H -3.06721 3.55207 -4.99509
H -1.69676 4.63967 -5.42739
H -1.59491 2.87950 -4.75039
H -2.40517 4.48537 -1.47622
C -1.74786 1.10274 0.33559
N -0.46401 0.48830 0.03253
C 0.48791 0.55411 1.22943
C -0.05075 0.12384 -1.25327
O 1.05753 -0.53798 -1.41738
H -2.41362 1.07842 -0.52713
H -1.62515 2.11888 0.71043
H -2.35671 0.54965 1.05077
H 0.72908 1.57147 1.53753
H 0.16062 0.15374 2.18895
H 1.41687 0.02391 1.01962
H -0.73241 0.42516 -2.06367
C 0.66718 -3.53487 0.54145
N 1.20302 -4.69757 -0.15198
C 2.02272 -4.33986 -1.41279
C 0.58628 -5.87657 -0.05443
O 0.58554 -6.78652 -0.91450
H 0.09338 -3.74362 1.44438
H -0.07622 -3.04366 -0.08638
H 1.38138 -2.76041 0.82113
H 2.46650 -5.23706 -1.84431
H 1.49361 -3.76219 -2.17070
H 2.82703 -3.61415 -1.29228
H -0.09898 -5.94447 0.80465
C 2.95629 -1.60216 2.49688
N 3.60442 -2.73192 3.11198
C 2.74152 -3.56234 4.01152
C 4.93716 -2.96073 2.81465
O 5.52314 -3.97775 3.20559
H 3.59941 -0.75332 2.72920
H 1.99492 -1.31785 2.92473
H 2.91432 -1.70999 1.41304
H 2.05858 -2.98486 4.63457
H 2.13662 -4.22481 3.39239
H 3.20194 -4.19430 4.77095
H 5.24521 -2.27767 2.00797
C -2.20919 -3.19846 -1.54607
N -2.69913 -3.42809 -0.13795
C -3.45292 -4.68638 0.17780
C -2.61213 -2.44404 0.71311
O -2.91666 -2.54186 1.90258
H -1.30312 -2.60354 -1.66095
H -3.01629 -2.68156 -2.06521
H -2.22402 -4.20259 -1.96988
H -2.88981 -5.55811 -0.15551
H -3.69030 -4.83818 1.23075
H -4.33335 -4.75009 -0.46163
H -2.09451 -1.57864 0.27112
C -0.34175 -3.32809 -4.48548
N -1.63993 -2.83600 -5.00805
C -1.93065 -1.41784 -5.19559
C -2.60532 -3.72642 -5.13839
O -3.79359 -3.48951 -5.39918
H 0.47892 -3.35990 -5.20213
H -0.36567 -4.27722 -3.95007
H -0.08324 -2.59813 -3.71839
H -1.06784 -0.95033 -5.67003
H -2.88405 -1.26552 -5.70147
H -1.86462 -1.15607 -4.13955
H -2.23151 -4.75073 -4.98587
C 1.52715 3.33981 -2.20276
N 3.02248 3.36600 -2.17403
C 3.54031 2.59140 -1.04607
C 3.84235 3.79888 -3.18912
O 4.95749 3.31963 -3.23825
H 1.14564 3.61410 -1.21924
H 1.09296 2.35922 -2.39775
H 1.06397 4.02151 -2.91611
H 4.60904 2.69592 -0.85897
H 2.96245 2.69538 -0.12772
H 3.38804 1.56742 -1.38721
H 3.52930 4.53149 -3.94904
Br -5.27172 1.92651 4.91471
C -4.10985 0.32531 5.15546
C -4.32703 -0.70178 4.12356
Br -6.08903 -1.57981 4.35718
H -4.35231 -0.08737 6.13475
H -3.07574 0.66683 5.10980
H -3.66105 -1.56301 4.17697
H -4.22138 -0.20559 3.15881
Br -5.33166 3.14138 1.56267
C -4.51614 4.52105 2.75104
C -3.50646 5.23640 1.81496
Br -4.48581 6.01146 0.22500
H -3.94508 4.04563 3.54852
H -5.26503 5.18186 3.18760
H -2.72952 4.52354 1.53875
H -2.98726 6.11119 2.20647
Br 3.23800 6.16438 4.21733
C 3.15869 6.64429 2.30349
C 3.23554 5.40353 1.42725
Br 1.52442 4.44107 1.57820
H 4.02623 7.26575 2.08150
H 2.27183 7.22821 2.05729
H 3.94957 4.62758 1.70325
H 3.41202 5.66756 0.38454


# 3
DFT (ωB97M-V with the def2-TZVPD basis set) results for a structure of composition C33H75O36P3.

Values from the calculation:
calculated total energy = -137014.46680 eV
HOMO-LUMO gap = 10.4 eV
ΔE to the lowest compared entry with this formula, charge and spin = 5.1 kcal per mole
multiplicity = 1

Cartesian coordinates (Å):
C 4.27622 0.12424 0.29255
O 5.27459 -0.05556 -0.73090
P 6.13045 -1.37716 -0.82971
O 5.40634 -2.55261 -1.27952
O 7.29175 -0.88010 -1.76438
C 7.07831 -0.39037 -3.07681
O 6.87852 -1.49291 0.54921
C 7.77828 -2.52196 0.69016
H 3.77385 -0.82204 0.46834
H 3.61818 0.92208 -0.04970
H 4.75475 0.55431 1.17598
H 6.35444 -0.99553 -3.61503
H 8.06389 -0.41876 -3.51780
H 6.69426 0.62464 -3.00280
H 7.49998 -3.35881 0.02886
H 7.64389 -2.92997 1.68643
H 8.80491 -2.29620 0.41811
C -6.17123 4.29365 0.78806
O -5.64275 5.02934 -0.33008
P -6.59441 6.02785 -1.07322
O -7.72244 6.52923 -0.33981
O -6.94746 5.33962 -2.43226
C -7.69058 6.11122 -3.45633
O -5.55006 7.09474 -1.56771
C -4.71682 7.92599 -0.74281
H -6.80385 4.86245 1.47797
H -5.32421 4.04358 1.44470
H -6.64294 3.36287 0.47983
H -7.71363 5.47727 -4.33718
H -7.14235 7.01426 -3.73539
H -8.67472 6.35908 -3.06414
H -4.70596 7.57276 0.29860
H -5.12768 8.93826 -0.65209
H -3.71677 7.93149 -1.15965
C -2.16876 -0.53053 -0.20222
O -2.89201 -1.47091 -1.01809
P -3.98175 -0.97145 -2.06616
O -4.82447 0.12754 -1.56909
O -4.71852 -2.32284 -2.41486
C -5.54977 -2.89465 -1.37167
O -3.18597 -0.69293 -3.38353
C -2.22703 -1.58216 -3.86464
H -2.47026 -0.43025 0.82978
H -2.17246 0.44242 -0.69498
H -1.15416 -0.88010 -0.35256
H -5.01671 -3.07706 -0.43583
H -5.95649 -3.82361 -1.76053
H -6.39517 -2.23916 -1.12319
H -1.19843 -1.27460 -3.65669
H -2.25311 -1.65834 -4.95643
H -2.36463 -2.59466 -3.49051
C 2.27902 -4.54752 4.39403
O 2.68230 -3.30959 3.74240
C 3.92272 -2.82954 4.05041
O 4.62819 -3.25625 4.87836
O 4.22891 -1.77474 3.23724
C 5.32910 -0.90457 3.59710
H 2.55570 -5.39631 3.76831
H 1.18654 -4.53188 4.42262
H 2.64241 -4.63311 5.40904
H 5.06006 0.08642 3.25580
H 6.25725 -1.19341 3.10141
H 5.50497 -0.96147 4.67116
C 0.40978 1.12997 -2.32070
O 0.94766 0.42855 -3.41296
C 2.25278 0.28525 -3.59063
O 3.13135 0.51704 -2.79944
O 2.36490 -0.15269 -4.84134
C 3.63975 -0.29653 -5.39220
H 0.66895 2.18722 -2.42195
H 0.79337 0.80229 -1.35479
H -0.65589 1.02829 -2.38636
H 4.18197 0.64729 -5.26772
H 3.57743 -0.48812 -6.45400
H 4.25529 -1.05990 -4.91953
C -4.01902 -0.83688 3.76895
O -2.70587 -0.61119 4.26691
C -2.37999 -1.22341 5.40638
O -2.99301 -2.06546 5.95411
O -1.11928 -0.95441 5.62574
C -0.40346 -1.71195 6.61844
H -4.17492 -0.30195 2.83319
H -4.86674 -0.61870 4.41828
H -4.16349 -1.88040 3.45859
H -0.78610 -1.57177 7.62567
H 0.60716 -1.33266 6.53189
H -0.45486 -2.76553 6.34432
C -4.61219 2.68799 -3.53314
O -3.91605 3.89971 -3.20162
C -2.85379 3.73135 -2.50639
O -2.25177 2.71524 -2.41392
O -2.51718 4.85823 -2.00879
C -1.29144 4.89860 -1.30422
H -4.68895 2.61753 -4.62559
H -5.61036 2.76152 -3.11520
H -4.09256 1.76913 -3.28534
H -1.48003 4.45857 -0.31889
H -1.02196 5.93317 -1.17601
H -0.52573 4.28528 -1.77093
C -2.19596 -3.79123 2.73894
O -1.41741 -4.39320 1.78235
C -1.94617 -4.70189 0.64268
O -3.09223 -4.69216 0.37271
O -0.93451 -4.91588 -0.15780
C -1.13577 -5.00056 -1.53579
H -2.42777 -2.73484 2.48891
H -1.86460 -3.81121 3.76500
H -3.23523 -4.14252 2.61661
H -1.47105 -4.07538 -2.00106
H -1.92250 -5.71237 -1.81287
H -0.19662 -5.32915 -1.94273
C 0.85050 -2.83651 -6.58987
O 1.81223 -2.97746 -5.51622
C 1.55298 -3.38001 -4.30777
O 0.48766 -3.47573 -3.77081
O 2.70470 -3.64685 -3.72979
C 2.64213 -3.82697 -2.28288
H 0.46256 -3.82537 -6.86830
H 1.35500 -2.46189 -7.47585
H 0.04567 -2.15374 -6.30883
H 3.43001 -4.51248 -1.96199
H 1.70861 -4.25196 -1.93382
H 2.92069 -2.89191 -1.79027
C 2.19323 5.27031 4.17677
O 2.29490 3.90399 3.86204
C 3.50472 3.39115 3.86756
O 4.46146 3.91065 4.26660
O 3.42509 2.20476 3.38053
C 4.65683 1.55161 3.12107
H 2.08100 5.86791 3.28295
H 2.95751 5.60177 4.86739
H 1.27197 5.32862 4.76170
H 4.49720 0.48167 3.04509
H 5.37540 1.82079 3.89033
H 5.04725 1.84821 2.13955
C 1.42049 -2.63816 0.99150
O 0.66742 -1.42563 1.19749
C 0.82246 -0.69576 2.31024
O 1.53107 -0.93423 3.21828
O 0.07579 0.39705 2.12404
C -0.13452 1.27709 3.21752
H 1.87007 -3.05538 1.89318
H 2.18254 -2.45172 0.23246
H 0.73308 -3.40816 0.63181
H -0.75727 0.84149 3.99460
H -0.51705 2.22759 2.86462
H 0.77855 1.53324 3.77323